76
Properties=species:S:1:pos:R:3:forces:R:3:lowdin_charge:R:1 method="wB97M-V/def2-TZVPD" charge=-2 gap_ev=5.218
Li -0.168 0.153 0.002 0.1 0.2 0.4 0.530
S 1.985 0.140 2.839 -0.1 0.0 0.0 0.412
C 0.632 1.187 2.879 -0.2 -0.1 0.0 -0.884
C 0.454 2.116 3.951 -0.1 0.0 -0.1 -0.150
C -0.674 2.888 4.035 0.1 -0.1 0.0 -0.130
C -1.673 2.757 3.061 0.0 0.0 0.1 -0.125
C -1.437 1.865 2.038 0.2 -0.1 0.0 -0.208
N -0.332 1.111 1.916 -0.1 0.3 0.3 -0.060
H 1.239 2.179 4.692 0.0 0.0 0.0 0.073
H -0.794 3.593 4.851 0.0 0.0 0.0 0.085
H -2.583 3.342 3.090 0.0 0.0 0.0 0.074
H -2.170 1.744 1.248 0.0 0.0 0.0 0.080
N -0.896 1.934 -0.932 -0.3 0.1 -0.2 0.151
C -1.137 2.406 -1.957 0.2 -0.2 -0.1 -0.265
N -1.368 2.922 -3.153 0.0 0.0 0.2 -0.103
C -2.492 2.444 -3.955 0.1 0.1 0.0 -0.138
C -2.093 2.381 -5.444 0.1 -0.1 0.1 -0.170
C -0.572 2.386 -5.592 -0.1 0.1 0.0 -0.202
C -0.015 3.711 -5.075 0.0 -0.1 0.0 -0.175
C -0.539 4.012 -3.651 0.0 0.0 0.0 -0.129
H -3.360 3.101 -3.815 0.0 0.0 0.0 0.112
H -2.748 1.456 -3.584 0.0 0.0 0.0 0.100
H -2.509 3.239 -5.983 0.0 0.0 0.0 0.100
H -2.515 1.478 -5.887 0.0 0.0 0.0 0.107
H -0.285 2.242 -6.636 0.0 0.0 0.0 0.107
H -0.159 1.562 -5.013 0.1 -0.1 0.0 0.105
H -0.320 4.518 -5.749 0.0 0.0 0.0 0.099
H 1.076 3.682 -5.074 0.0 0.1 0.0 0.087
H -1.121 4.941 -3.649 0.0 0.0 0.0 0.111
H 0.286 4.136 -2.952 0.0 -0.1 0.0 0.114
C -2.132 -3.511 -0.257 0.0 0.0 0.2 0.001
C -1.775 -3.000 1.098 0.0 0.1 0.0 -0.329
N -1.121 -1.902 1.380 0.0 0.0 0.0 0.125
C -1.042 -1.825 2.757 0.0 0.0 -0.1 -0.130
C -1.667 -2.889 3.319 0.0 0.0 -0.1 -0.091
N -2.142 -3.649 2.255 0.1 -0.1 0.1 -0.053
C -2.894 -4.856 2.375 0.0 0.1 -0.1 -0.082
N -4.260 -4.702 1.897 0.2 -0.1 0.0 -0.057
N -4.809 -5.647 1.114 0.1 0.0 0.1 0.045
N -6.010 -5.318 0.820 -0.2 0.1 -0.1 0.056
C -6.277 -4.101 1.412 0.0 -0.1 0.0 -0.242
C -7.428 -3.308 1.396 -0.1 0.0 -0.1 -0.029
C -7.389 -2.131 2.104 -0.1 0.0 0.0 -0.097
C -6.235 -1.731 2.812 0.0 0.0 0.0 -0.079
C -5.092 -2.494 2.832 0.0 0.1 0.0 0.009
C -5.145 -3.693 2.112 0.0 0.0 0.1 -0.165
H -1.601 -2.939 -1.014 0.0 -0.1 0.0 0.029
H -3.203 -3.394 -0.447 0.0 0.0 0.0 0.084
H -1.885 -4.572 -0.358 0.0 0.0 0.0 0.079
H -0.506 -1.023 3.239 0.0 -0.1 -0.1 0.051
H -1.812 -3.189 4.345 0.0 0.0 -0.1 0.105
H -2.900 -5.129 3.428 0.0 -0.1 0.1 0.132
H -2.469 -5.673 1.798 0.0 -0.1 -0.1 0.130
H -8.298 -3.612 0.829 0.0 0.0 0.0 0.106
H -8.259 -1.486 2.114 0.0 0.0 0.0 0.095
H -6.241 -0.790 3.346 0.0 0.0 0.0 0.103
H -4.199 -2.168 3.349 0.0 0.0 0.0 0.102
O 5.548 0.387 -7.308 -0.1 0.0 0.0 0.061
C 5.818 -0.114 -6.056 0.0 0.0 0.0 -0.506
O 6.746 -0.883 -5.963 0.1 0.0 0.1 0.057
C 4.962 0.347 -4.961 0.0 0.0 0.0 -0.188
C 3.815 1.144 -5.130 0.0 0.0 0.0 -0.062
C 3.060 1.561 -4.060 0.1 -0.1 0.1 -0.133
C 3.391 1.219 -2.717 0.0 0.1 -0.1 -0.788
S 2.487 1.788 -1.385 0.1 0.1 -0.2 0.490
C 4.536 0.385 -2.569 -0.1 0.0 -0.1 -0.126
C 5.283 -0.029 -3.646 0.0 0.0 0.0 -0.045
H 4.803 0.993 -7.233 0.0 0.0 0.0 0.062
H 3.471 1.434 -6.122 0.0 0.0 0.0 0.094
H 2.172 2.160 -4.220 0.1 -0.1 0.0 0.057
H 4.805 0.081 -1.566 0.0 0.0 0.0 0.090
H 6.154 -0.658 -3.505 0.0 0.0 0.0 0.108
F -1.084 -0.242 -3.451 0.0 0.0 0.0 -0.097
C -1.476 -1.213 -2.521 -0.1 0.1 0.0 -0.317
F -2.625 -0.579 -1.965 0.1 0.0 -0.1 -0.128
F -0.510 -0.924 -1.442 -0.1 -0.2 -0.3 -0.236